Computed, not measured: a single C6H7N molecule, with ωB97M-V with the def2-TZVPD basis set.

Structure (XYZ):
```
14
Properties=species:S:1:pos:R:3:forces:R:3
N 2.471006 -0.619737 0.066640 -0.3 0.4 0.0
C 1.258843 -0.622721 0.384384 0.5 0.1 -0.2
C 0.186195 0.196363 1.114149 0.0 -0.1 0.3
C -1.029201 -0.522591 0.473880 -0.4 -0.1 0.1
C 0.720884 -0.828176 -0.907529 -0.3 -0.1 -0.4
C -0.461618 0.122104 -0.861811 -0.1 -0.1 -0.1
C -0.037442 1.303628 0.039115 0.1 0.1 0.0
H 0.297652 0.429913 2.170202 -0.1 -0.1 -0.1
H -1.003823 -1.616482 0.551199 -0.2 0.2 -0.1
H -2.009926 -0.133428 0.738304 0.1 0.2 0.1
H 0.801874 -1.672139 -1.572095 0.4 0.0 0.2
H -1.069491 0.287974 -1.755704 0.2 -0.2 0.2
H 0.801593 1.929680 -0.277729 0.0 -0.2 0.1
H -0.899585 1.929328 0.298275 0.2 -0.1 0.0
```
Positions in Å, forces in eV/Å.

HOMO (spin up / spin down)   -7.81 / -8.14 eV
Calculated total energy   -287.39220 a.u.
Lowest unoccupied orbital energy (spin up / spin down)   0.46 / 0.45 eV
Energy relative to the best compared isomer or geometry (same formula, charge and spin)   122.38 kcal per mole
Multiplicity   1